[1]
ORCA calculation (ωB97M-V/def2-TZVPD) on an isolated molecule of C7H14Si in a non-equilibrium geometry.

ORCA input file:
```
! RIJCOSX wB97M-V def2-TZVPD def2/J DEFGRID3
* xyz 0 1
C -1.10504 -1.84575 1.05657
C 0.01526 -1.14159 0.28249
Si 0.06087 0.71074 -0.07388
C 1.38637 1.21172 -1.20984
C 0.42210 1.63783 1.59495
C -1.53390 1.01269 -1.06270
C 1.33805 -1.87036 0.10495
C 0.63329 -1.98541 -0.94863
H -2.09574 -1.70036 0.60414
H -1.23042 -1.45512 2.01542
H -0.87483 -2.85516 1.18216
H 1.61038 2.32963 -1.15664
H 2.39155 0.73871 -0.94539
H 1.05449 0.95984 -2.22099
H 0.03427 1.02898 2.50573
H 1.35844 1.96645 1.94560
H -0.31789 2.54934 1.62180
H -1.24479 1.14218 -2.10685
H -2.28747 0.29292 -1.08572
H -2.08452 1.89424 -0.73419
H 2.13475 -2.24551 0.59922
H 0.33478 -2.37602 -1.96821
*
```

The orbital gap comes out at 9.78 eV. The relative energy (zero: lowest compared OMol25 entry of this formula, charge and spin) is 132.9 kJ/mol. The HOMO energy comes out at -0.3233 Ha. As for the calculated total energy: -564.49777 Eh.

[2]
ORCA calculation (ωB97M-V/def2-TZVPD) on a structure of composition C15H17MnNO4 in a non-equilibrium geometry.

ORCA input file:
```
! RIJCOSX wB97M-V def2-TZVPD def2/J DEFGRID3
* xyz 3 5
Mn -1.22375 -1.29835 1.00796
C -0.58548 -1.73219 2.64045
O -0.26258 -2.16183 3.67298
C -2.96728 -1.62695 1.38692
O -4.08409 -1.84419 1.63022
C -1.18248 -2.99686 0.30193
O -1.21432 -4.03488 -0.22350
C -1.75206 0.46510 1.06979
O -2.04106 1.58478 0.89643
C -3.65744 -0.87446 -3.25913
H -3.42960 0.18969 -3.36745
H -2.99396 -1.57483 -3.77473
C -4.72866 -1.29632 -2.57282
H -4.97060 -2.35906 -2.47897
H -5.42017 -0.59140 -2.10166
C 1.96113 2.82254 0.69343
N 2.43264 1.65040 1.47789
C 2.79165 2.02594 2.87703
C 1.45264 0.49302 1.41684
C 1.26858 -0.00849 0.00181
C 2.27483 0.18696 -0.97387
C 2.03684 -0.16758 -2.30300
C 0.83392 -0.76658 -2.67339
C -0.12709 -1.03794 -1.68380
C 0.10103 -0.67595 -0.36032
H 0.98340 3.12996 1.07242
H 1.87755 2.54364 -0.35356
H 2.68807 3.63220 0.80628
H 3.30480 1.30824 1.05513
H 1.91172 2.42568 3.38844
H 3.15867 1.13734 3.40095
H 3.58509 2.77920 2.84336
H 1.83832 -0.28872 2.08679
H 0.51942 0.85896 1.86089
H 3.24337 0.63448 -0.72585
H 2.79998 0.02983 -3.05434
H 0.64661 -1.04388 -3.71429
H -1.06966 -1.51750 -1.96725
*
```

The orbital gap (spin up / spin down) comes out at 7.12 / 2.53 eV. The relative energy (zero: lowest compared OMol25 entry of this formula, charge and spin) is 75.3 kJ/mol. The HOMO energy (spin up / spin down) comes out at -0.6598 / -0.6474 Ha. As for the calculated total energy: -2087.16995 Eh.

[3]
ORCA calculation (ωB97M-V/def2-TZVPD) on a cluster of 2 separate species, C3H6N in total in a non-equilibrium geometry.

ORCA input file:
```
! RIJCOSX wB97M-V def2-TZVPD def2/J DEFGRID3
* xyz 1 1
C 2.09682 -0.05883 0.08606
C -0.87590 0.74013 -0.07938
C -1.06815 -0.69093 -0.18565
N -0.10206 -0.17350 0.61845
H 2.09453 -0.94338 0.75953
H 2.54194 0.87625 -0.11463
H -0.30897 1.35849 -0.79042
H -1.66751 1.36927 0.45835
H -1.91331 -1.11492 0.29812
H -0.79739 -1.36259 -1.05044
*
```

The orbital gap (spin up / spin down) comes out at 7.04 / 6.11 eV. The relative energy (zero: lowest compared OMol25 entry of this formula, charge and spin) is 836.9 kJ/mol. The HOMO energy (spin up / spin down) comes out at -0.5659 / -0.5442 Ha. As for the calculated total energy: -172.03986 Eh.

[4]
ORCA calculation (ωB97M-V/def2-TZVPD) on a cluster of 2 separate species, C5H16N3 in total.

ORCA input file:
```
! RIJCOSX wB97M-V def2-TZVPD def2/J DEFGRID3
* xyz 1 1
C 1.64486 -2.09266 1.52739
N 2.24276 -0.77731 1.75479
C 1.40194 0.30593 1.27610
N 1.52512 0.51431 -0.18094
H 2.00230 -2.80664 2.26605
H 0.54735 -2.09442 1.61692
H 1.89809 -2.47509 0.53846
H 2.37466 -0.63728 2.74912
H 1.66236 1.23711 1.78002
H 0.33532 0.13322 1.49880
H 2.49252 0.77311 -0.34143
H 1.49834 -0.42753 -0.56139
C -2.92338 -0.65670 -1.74469
C -1.54101 -0.08203 -1.49188
C -0.82542 2.09825 -0.66241
N -1.56384 1.06044 -0.56765
H -3.48708 -0.80415 -0.82173
H -3.48665 -0.03180 -2.43167
H -2.81211 -1.65388 -2.16579
H -0.88103 -0.80941 -1.01724
H -1.10836 0.24776 -2.43086
H -0.98294 2.84264 0.10756
H -0.09970 2.16907 -1.45922
H -2.18578 1.04225 0.24048
*
```

The orbital gap comes out at 7.99 eV. The relative energy (zero: lowest compared OMol25 entry of this formula, charge and spin) is 216.5 kJ/mol. The HOMO energy comes out at -0.4566 Ha. As for the calculated total energy: -364.09289 Eh.